Computed, not measured: a structure of composition C40H32AsI2IrNO6P, with ωB97M-V/def2-TZVPD.

Computed properties:
Energy   -144942.1311 eV
Orbital gap (alpha / beta)   0.2527 / 0.2527 Ha
LUMO level (alpha / beta)   -1.329 / -1.327 eV
Relative energy (zero: lowest compared OMol25 entry of this formula, charge and spin)   226.4 kJ/mol

Cartesian coordinates (Å):
1 Ir -0.43226 -0.31796 -1.82672
2 O 3.20991 1.35097 -3.10276
3 C 2.12518 1.00998 -2.72245
4 O 1.62210 -0.13902 -2.38481
5 C 1.01893 2.18914 -2.54455
6 O 1.39236 3.32762 -2.56176
7 O -0.17323 1.66866 -2.41692
8 I -2.79550 -2.69506 -0.77449
9 C -3.43298 -0.89432 -1.55997
10 C -4.75364 -0.71733 -1.93158
11 C -5.16215 0.54396 -2.33025
12 C -4.23969 1.57666 -2.36239
13 C -2.92834 1.31146 -2.02861
14 N -2.52394 0.09664 -1.62236
15 H -5.44294 -1.54632 -1.88155
16 H -6.19300 0.71706 -2.60990
17 H -4.53167 2.58123 -2.63034
18 H -2.15808 2.07038 -2.07622
19 C -0.22797 0.10080 1.82915
20 C 0.59369 -0.33422 3.03571
21 As -0.01074 0.40562 4.77233
22 C 0.30624 2.27138 4.28109
23 C -0.55197 3.06098 3.51790
24 C -0.18385 4.34864 3.15211
25 C 1.04701 4.85991 3.53907
26 C 1.90698 4.08432 4.30269
27 C 1.53300 2.80098 4.67632
28 C -1.94455 0.26114 4.56865
29 C -2.50211 -0.92107 4.08526
30 C -3.87766 -1.09977 4.05443
31 C -4.71641 -0.09926 4.52494
32 C -4.17226 1.07079 5.03519
33 C -2.79528 1.24480 5.06706
34 P 0.52170 -0.44397 0.25514
35 C 2.07014 0.48012 0.33152
36 C 3.31698 -0.08836 0.56226
37 C 4.44093 0.72324 0.60482
38 C 4.32426 2.09367 0.42803
39 C 3.07908 2.66548 0.21121
40 C 1.95593 1.85915 0.15633
41 C 0.85104 -2.20779 0.37724
42 C 1.74890 -2.78519 -0.52354
43 C 1.84055 -4.16361 -0.62032
44 C 1.02047 -4.97285 0.15108
45 C 0.11145 -4.40474 1.03505
46 C 0.02426 -3.02722 1.14607
47 H -0.23790 1.19116 1.76484
48 H -1.26356 -0.24085 1.88382
49 H 1.62264 0.01782 2.93668
50 H 0.64058 -1.41803 3.13114
51 H -1.51749 2.67575 3.21245
52 H -0.85807 4.95351 2.55886
53 H 1.33232 5.86362 3.25198
54 H 2.86728 4.47778 4.60992
55 H 2.19951 2.19860 5.28403
56 H -1.85389 -1.72244 3.74432
57 H -4.29294 -2.02339 3.67133
58 H -5.78960 -0.23784 4.50891
59 H -4.82152 1.84789 5.41790
60 H -2.37989 2.15174 5.49032
61 H 3.41332 -1.15590 0.70930
62 H 5.41598 0.28408 0.77039
63 H 5.20609 2.72001 0.45052
64 H 2.98339 3.73251 0.06596
65 H 0.98294 2.30080 -0.02835
66 H 2.34441 -2.15178 -1.17225
67 H 2.52463 -4.60936 -1.32850
68 H 1.06751 -6.04852 0.04444
69 H -0.55526 -5.03267 1.61273
70 H -0.71694 -2.59181 1.80505
71 I 2.94130 -0.57325 -8.94986
72 C 2.04402 -1.29845 -7.20451
73 C 1.30800 -0.42897 -6.41475
74 C 0.69797 -0.91697 -5.26975
75 C 0.84786 -2.24878 -4.90132
76 C 1.58057 -3.10585 -5.71383
77 C 2.17828 -2.63826 -6.87295
78 C 0.22271 -2.81496 -3.65258
79 O 0.39379 -3.97858 -3.35337
80 O -0.53712 -1.99907 -2.95468
81 H 1.20451 0.61032 -6.69305
82 H 0.09369 -0.25574 -4.66521
83 H 1.66346 -4.14471 -5.42508
84 H 2.73653 -3.30615 -7.51405

Atom charges from the Mulliken analysis, given in e for atoms 1 to 5: 1.93 -0.67 0.77 -1.07 0.35